(i)
A gas-phase ion, C6H16N2 (charge +1), computed with the ωB97M-V functional and the def2-TZVPD basis.

Last column: Mulliken charge in e.
Cartesian coordinates (Å):
C 0.1141 1.1400 -0.7509  -0.620
C 1.4498 0.7353 -0.1688  -0.580
C 1.5332 0.8505 1.3587  -0.571
N 1.6307 2.2163 1.8729  -0.568
C -1.1084 0.2587 -0.2967  -0.848
N -0.9466 -1.1145 -0.6179  0.369
C -1.7770 -1.6955 -1.6363  -0.830
C -0.4500 -1.9843 0.4531  -0.780
H 0.0685 1.1791 -1.8404  0.356
H -0.1487 2.1363 -0.3960  0.371
H 2.2536 1.3375 -0.6032  0.389
H 1.6756 -0.3096 -0.4287  0.298
H 0.6358 0.4288 1.8085  0.306
H 2.4239 0.3192 1.6862  0.272
H 0.7314 2.6519 2.0381  0.256
H 2.1535 2.8452 1.2677  0.254
H -1.3441 0.4590 0.7401  0.442
H -1.9343 0.6912 -0.8550  0.407
H -1.5188 -2.7347 -1.8255  0.344
H -1.6701 -1.1365 -2.5708  0.343
H -2.8214 -1.6498 -1.3222  0.394
H -0.9810 -1.7873 1.3793  0.351
H -0.5902 -3.0220 0.1564  0.366
H 0.6210 -1.8146 0.5515  0.280

Results
Molecular weight = 116.21 g mol⁻¹
Charge = +1
Multiplicity = 2
Orbital gap (spin up / spin down) = 9.64 / 5.26 eV

(ii)
A gas-phase ion, C6H16N2 (charge +1), computed with the ωB97M-V functional and the def2-TZVPD basis.

Last column: Mulliken charge in e.
Cartesian coordinates (Å):
N -2.2697 0.3053 2.1801  -0.629
C -1.0657 -0.4292 1.8210  -0.493
C -0.9150 -0.5242 0.3080  -1.025
N 0.5249 -0.6203 -0.0568  0.391
C 1.0538 -1.9683 -0.2785  -0.837
C 1.2566 1.6937 -0.1964  -1.535
C 0.9915 0.3967 -0.9865  0.199
C 0.0731 0.6719 -2.1890  -1.437
H -2.4256 0.2109 3.1787  0.269
H -2.1238 1.3055 2.0652  0.231
H -1.2684 -1.4422 2.1770  0.371
H -0.1455 -0.0812 2.3011  0.356
H -1.4164 0.2504 -0.2713  0.423
H -1.3272 -1.4119 -0.1289  0.647
H 1.6006 -2.0078 -1.2183  0.398
H 1.8107 -2.1585 0.4913  0.337
H 0.2295 -2.6668 -0.2226  0.356
H 2.0026 1.5588 0.5667  0.400
H 0.3335 2.0161 0.2934  0.333
H 1.5540 2.4889 -0.8672  0.447
H 1.9510 0.1044 -1.3972  0.577
H -0.5204 1.5722 -2.0546  0.430
H -0.6169 -0.1170 -2.4637  0.430
H 0.7130 0.8528 -3.0514  0.359

Results
Molecular weight = 116.21 g mol⁻¹
Charge = +1
Multiplicity = 2
Orbital gap (spin up / spin down) = 10.87 / 6.38 eV

Most stable one: (i), least stable one: (ii).

(i)
2 unconnected molecules or ions with the total composition C3H5BrN2, computed with the ωB97M-V functional and the def2-TZVPD basis.

Last column: Mulliken charge in e.
Cartesian coordinates (Å):
C 0.9294 -0.7666 0.9947  0.299
C -1.1184 0.5506 0.6656  -1.096
C 0.2537 0.1367 0.2758  0.627
N 1.3490 -1.5385 1.7340  -0.259
N 0.7861 0.6344 -0.8779  -0.308
Br 0.5947 -1.9677 -2.3900  -0.724
H -1.1732 0.7498 1.8245  0.311
H -1.8523 -0.2420 0.6549  0.325
H -1.4526 1.2723 -0.0306  0.342
H 1.5271 0.1968 -1.3248  0.253
H 0.1567 0.9743 -1.5262  0.229

Results
Molecular weight = 148.99 g mol⁻¹
Charge = 0
Orbital gap (spin up / spin down) = 5.24 / 5.25 eV

(ii)
A molecular structure, C3H5BrN2, computed with the ωB97M-V functional and the def2-TZVPD basis.

Last column: Mulliken charge in e.
Cartesian coordinates (Å):
C -0.5507 -0.4806 -0.1600  -0.495
C 0.8586 -0.8983 0.3417  -0.337
C -0.5623 1.0041 -0.4310  -0.208
N 1.6485 0.3189 0.3823  -0.100
N 1.2173 1.4003 0.2087  -0.167
Br -1.8932 2.0477 0.4637  -0.160
H -1.1045 -1.0101 -0.9963  0.361
H -1.3207 -0.7971 0.7275  0.248
H 0.8712 -1.3104 1.2683  0.287
H 1.4144 -1.5515 -0.3751  0.202
H -0.5787 1.2770 -1.4299  0.369

Results
Molecular weight = 148.99 g mol⁻¹
Charge = 0
Orbital gap = 9.35 eV

Most stable one: (i), least stable one: (ii).

(i)
2 unconnected molecules or ions with the total composition CH3FIN, computed with the ωB97M-V functional and the def2-TZVPD basis.

Last column: Mulliken charge in e.
Cartesian coordinates (Å):
C 1.7718 0.2668 1.5607  -0.052
N -1.2870 -0.5591 -0.6334  -0.645
F 1.5408 -0.8342 1.0126  0.022
I 1.5406 1.8987 0.2779  0.026
H -1.7372 -0.5059 -1.5253  0.216
H -0.3162 -0.5577 -0.6402  0.194
H -1.5128 0.2913 -0.0523  0.239

Results
Molecular weight = 174.94 g mol⁻¹
Charge = 0
Orbital gap = 8.59 eV

(ii)
A molecular structure, CH3FIN, computed with the ωB97M-V functional and the def2-TZVPD basis.

Last column: Mulliken charge in e.
Cartesian coordinates (Å):
C -0.8039 -0.5838 -0.4846  -0.029
N 0.1741 0.3457 -0.1746  -0.514
F 0.0545 -1.9741 -0.8127  -0.414
I -1.8678 -0.0916 -2.2238  0.093
H -1.5053 -0.9698 0.1424  0.327
H 0.7399 0.5255 -1.0274  0.277
H 0.7354 0.1239 0.7026  0.260

Results
Molecular weight = 174.94 g mol⁻¹
Charge = 0
Orbital gap = 10.30 eV

(iii)
A single CH3FIN molecule, computed with the ωB97M-V functional and the def2-TZVPD basis.

Last column: Mulliken charge in e.
Cartesian coordinates (Å):
C 0.2707 -0.3039 0.2576  -0.133
N -0.2765 0.7057 -0.5167  -0.437
F -0.2841 -1.5974 -0.1416  -0.280
I -0.1193 -0.1470 2.3984  0.008
H 1.2743 -0.2559 0.0306  0.371
H -1.2677 0.5608 -0.8890  0.251
H 0.4026 1.0377 -1.1394  0.220

Results
Molecular weight = 174.94 g mol⁻¹
Charge = 0
SMILES = N[C@H](F)I
Orbital gap = 10.00 eV

(iv)
A molecular structure, CH3FIN, computed with the ωB97M-V functional and the def2-TZVPD basis.

Last column: Mulliken charge in e.
Cartesian coordinates (Å):
C 0.6473 -0.9872 0.8294  -0.096
N 0.9757 0.1069 0.2954  -0.452
F -1.8664 2.1137 -0.7527  -0.374
I 0.6641 0.5561 -1.6176  0.142
H -1.5054 1.2353 -1.0193  0.311
H 0.3053 -1.9014 0.2926  0.230
H 0.7793 -1.1235 1.9722  0.239

Results
Molecular weight = 174.94 g mol⁻¹
Charge = 0
Orbital gap = 9.42 eV

Most stable one: (iii), least stable one: (i).

(i)
A single C4H6F2 molecule, computed with the ωB97M-V functional and the def2-TZVPD basis.

Last column: Mulliken charge in e.
Cartesian coordinates (Å):
C -1.4045 0.4924 -0.2659  -0.917
C -0.1428 -0.3498 -0.5375  -0.315
C 0.7932 -0.8547 0.8369  -0.729
C 1.0744 0.4061 -0.0728  0.755
H -1.1411 1.4090 0.3796  0.316
H -1.8665 0.5984 -1.3986  0.241
H -2.3350 -0.1560 0.2634  0.226
H -0.1014 -0.9234 -1.3876  0.476
H 1.6472 -1.5750 0.5575  0.268
H 0.3100 -0.8714 1.9401  0.245
F 2.2071 0.1788 -0.7338  -0.280
F 0.9594 1.6456 0.4185  -0.286

Results
Molecular weight = 92.09 g mol⁻¹
Charge = 0
SMILES = C[C@@H]1CC1(F)F
Orbital gap = 11.08 eV

(ii)
A single C4H6F2 molecule, computed with the ωB97M-V functional and the def2-TZVPD basis.

Last column: Mulliken charge in e.
Cartesian coordinates (Å):
C 0.9343 -1.1622 1.0351  -0.100
C 0.2341 -0.1532 0.3241  -0.087
C -0.9249 -0.3260 -0.2213  -0.454
C -1.7042 0.8069 -0.9078  -0.213
H 0.9578 -0.9528 2.1432  0.190
H 0.6714 -2.1763 0.7166  0.242
H 0.8779 0.7883 -0.1152  0.219
H -1.4971 -1.2441 -0.2589  0.320
H -1.8717 0.7336 -1.9945  0.259
H -2.7016 0.9485 -0.3032  0.215
F 2.1948 -1.1154 0.4965  -0.298
F -0.8250 1.8833 -0.6708  -0.293

Results
Molecular weight = 92.09 g mol⁻¹
Charge = 0
SMILES = FC/C=C/CF
Orbital gap = 10.96 eV

Most stable one: (ii), least stable one: (i).